Entry from OMol25: a 11-piece molecular cluster, C54H142N21O19P7 overall (ωB97M-V/def2-TZVPD).

Geometry (Å):
1 C 6.28814 4.69391 0.82890
2 C 6.21962 5.46139 2.15572
3 O 7.44276 6.13569 2.34917
4 C 8.24605 5.80096 1.33901
5 O 9.38601 6.20302 1.17289
6 O 7.66349 4.85360 0.55162
7 H 5.60134 4.98254 0.03323
8 H 6.06637 3.63403 0.95361
9 H 6.09349 4.71666 2.94157
10 H 5.31720 6.07222 2.18079
11 C -10.64028 -0.74263 3.44974
12 C -9.91646 -1.75577 2.50082
13 O -8.99868 -0.89589 1.85331
14 C -8.71404 0.12517 2.52944
15 O -7.76827 0.84340 2.26299
16 O -9.54240 0.18527 3.55750
17 H -10.83640 -1.27568 4.38006
18 H -11.48699 -0.18444 3.05023
19 H -10.64279 -2.21937 1.83327
20 H -9.31220 -2.50006 3.01947
21 C 10.73642 1.01972 1.93118
22 C 11.26136 1.45631 3.32620
23 O 10.07550 1.30359 4.07811
24 C 8.99619 0.94052 3.35173
25 O 7.83294 0.78536 3.74031
26 O 9.32241 0.83433 2.06477
27 H 11.13695 0.03355 1.69633
28 H 11.07012 1.71289 1.15901
29 H 11.68721 2.45964 3.33464
30 H 11.93934 0.72677 3.76917
31 C -3.52520 0.25136 8.35790
32 C -4.12034 0.54727 9.68985
33 O -3.51057 -0.41412 10.51099
34 C -2.40313 -0.91093 9.93408
35 O -1.68107 -1.68080 10.52649
36 O -2.34563 -0.52239 8.61234
37 H -3.34353 1.24500 7.94829
38 H -4.21309 -0.22672 7.66052
39 H -5.19559 0.44443 9.83604
40 H -3.87148 1.52751 10.09639
41 O 0.04257 -3.23209 0.00357
42 P 0.19430 -1.73091 0.06965
43 N 0.89226 -1.00255 -1.33445
44 C 1.29691 -1.81334 -2.46557
45 C 0.56765 0.32933 -1.64021
46 N 1.28901 -1.08942 1.14012
47 C 1.42341 0.32926 1.53376
48 C 2.29234 -1.90621 1.81037
49 N -1.23377 -0.90764 0.46344
50 C -1.81878 -1.21795 1.78027
51 C -2.27212 -0.79231 -0.53291
52 H 0.53730 -1.94745 -3.23571
53 H 1.71152 -2.73734 -2.06258
54 H 2.18062 -1.37596 -2.93018
55 H 0.37409 1.04970 -0.84541
56 H -0.34279 0.32382 -2.23952
57 H 1.41964 0.65267 -2.23826
58 H 0.67731 1.00586 1.11704
59 H 1.47208 0.31446 2.62257
60 H 2.36743 0.67528 1.11279
61 H 3.29050 -1.51887 1.60604
62 H 2.11921 -1.77442 2.87843
63 H 2.17601 -2.94844 1.51319
64 H -2.72046 -1.81282 1.63460
65 H -1.21307 -1.87897 2.40016
66 H -2.13347 -0.33660 2.33910
67 H -1.84967 -0.87411 -1.53438
68 H -2.62324 0.23893 -0.49614
69 H -3.09506 -1.49419 -0.39788
70 O 0.44832 7.78633 1.12790
71 P -0.86831 8.17245 0.54674
72 N -1.44854 9.72473 1.09355
73 C -1.03987 10.16614 2.43223
74 C -2.51993 10.49193 0.47526
75 N -2.21173 7.17682 1.00643
76 C -3.48607 7.18372 0.36684
77 C -2.13098 6.38932 2.25462
78 N -0.85781 8.30277 -1.16955
79 C -0.54408 9.55195 -1.92472
80 C -0.68612 7.02482 -1.92123
81 H -0.31573 9.48525 2.87956
82 H -1.87725 10.07095 3.12348
83 H -0.55634 11.14107 2.37053
84 H -2.41167 11.57210 0.57331
85 H -3.47503 10.11351 0.83953
86 H -2.55038 10.22960 -0.58227
87 H -3.41264 7.88034 -0.46828
88 H -3.58434 6.13078 0.10271
89 H -4.28232 7.54669 1.01671
90 H -1.14020 6.56571 2.67337
91 H -2.86488 6.74810 2.97626
92 H -2.43360 5.37244 2.00467
93 H -0.01829 9.46840 -2.87586
94 H -1.45412 9.99669 -2.32739
95 H -0.14380 10.39264 -1.35805
96 H -1.33069 6.23306 -1.53948
97 H 0.33932 6.67169 -1.81227
98 H -1.01001 7.20916 -2.94554
99 O 4.85325 6.11163 10.95772
100 P 4.38154 5.97844 9.56065
101 N 5.70323 5.81537 8.43869
102 C 6.65569 6.93098 8.24411
103 C 6.38799 4.51572 8.43616
104 N 3.56973 7.35529 9.05419
105 C 3.15713 7.58094 7.65561
106 C 2.90208 8.21040 10.10177
107 N 3.45461 4.57903 9.17926
108 C 2.56590 4.03116 10.23188
109 C 3.13764 4.24189 7.78544
110 H 7.48262 6.98172 8.95242
111 H 6.17548 7.90858 8.28658
112 H 7.08742 6.83032 7.24833
113 H 5.67049 3.69895 8.35761
114 H 6.96276 4.42273 9.35763
115 H 7.07780 4.36009 7.60668
116 H 3.82891 7.17236 6.90072
117 H 2.10928 7.32083 7.50570
118 H 3.14838 8.66300 7.52461
119 H 1.86655 7.97323 10.34574
120 H 3.47031 8.13233 11.02867
121 H 2.84328 9.19964 9.64783
122 H 2.49588 2.94852 10.12656
123 H 2.98200 4.33216 11.19332
124 H 1.57989 4.46424 10.06353
125 H 2.46171 3.39050 7.70572
126 H 4.00199 4.19640 7.12292
127 H 2.53615 5.00944 7.29842
128 O 1.13421 -10.12640 7.01903
129 P 1.69107 -8.81622 7.46472
130 N 0.85703 -7.45921 6.84408
131 C -0.19926 -7.56974 5.90147
132 C 1.40230 -6.09162 6.98675
133 N 3.34327 -8.53878 7.01337
134 C 3.73761 -8.31219 5.62048
135 C 4.34418 -9.40682 7.66861
136 N 1.60638 -8.49618 9.12763
137 C 2.04188 -7.21971 9.80509
138 C 0.85139 -9.42202 9.93071
139 H -0.46148 -6.56260 5.57742
140 H -1.06763 -8.03450 6.36839
141 H 0.16562 -8.21966 5.10613
142 H 2.44893 -6.00747 7.27930
143 H 0.94056 -5.44523 7.73312
144 H 1.46438 -5.59474 6.01858
145 H 3.10984 -7.58446 5.10627
146 H 4.77101 -7.96962 5.56718
147 H 3.62060 -9.26940 5.11238
148 H 4.15314 -10.43850 7.37325
149 H 5.37206 -9.09887 7.47697
150 H 4.24170 -9.18297 8.73044
151 H 2.82828 -6.67862 9.27887
152 H 1.18486 -6.54963 9.87297
153 H 2.46398 -7.39264 10.79505
154 H 0.24289 -10.02272 9.25469
155 H 0.22191 -8.95943 10.69088
156 H 1.57934 -10.03362 10.46375
157 O 0.55799 -11.90424 -4.39244
158 P 0.31652 -10.86421 -3.39207
159 N 1.19906 -10.91950 -1.90663
160 C 1.77124 -9.72324 -1.23593
161 C 1.26631 -12.12066 -1.08169
162 N -1.29845 -10.77755 -2.82311
163 C -2.50268 -11.10232 -3.57404
164 C -1.64471 -10.16698 -1.54727
165 N 0.64323 -9.33356 -4.11169
166 C -0.34627 -8.26112 -4.21150
167 C 1.95795 -9.07478 -4.61293
168 H 1.04038 -9.32820 -0.53032
169 H 1.96463 -8.99403 -2.02267
170 H 2.61547 -10.05590 -0.63201
171 H 2.32035 -12.22276 -0.82347
172 H 0.84133 -12.98479 -1.59235
173 H 0.67768 -12.13585 -0.16442
174 H -2.21412 -11.68856 -4.44648
175 H -3.24199 -11.66727 -3.00628
176 H -3.02665 -10.20795 -3.91118
177 H -1.76641 -10.91934 -0.76802
178 H -0.85652 -9.47148 -1.25891
179 H -2.59837 -9.64233 -1.60532
180 H -0.39922 -7.74407 -3.25340
181 H -0.11343 -7.50472 -4.96100
182 H -1.35160 -8.62509 -4.42345
183 H 2.54611 -9.86852 -4.15233
184 H 2.40132 -8.19031 -4.15551
185 H 1.92518 -9.03962 -5.70187
186 O -1.22425 -2.04564 -10.17598
187 P -0.68060 -1.73425 -11.54660
188 N 0.50402 -0.51962 -11.67222
189 C 1.17303 -0.30513 -12.95840
190 C 1.08279 0.03151 -10.43875
191 N -2.04404 -1.25635 -12.48370
192 C -3.14438 -2.22402 -12.71414
193 C -2.12039 0.03814 -13.06975
194 N -0.02993 -3.06544 -12.37140
195 C 0.20705 -4.36126 -11.67360
196 C -0.06384 -3.20419 -13.81718
197 H 0.55823 -0.51994 -13.83246
198 H 2.07256 -0.91966 -12.99447
199 H 1.52760 0.72513 -12.98909
200 H 2.16360 -0.08794 -10.51404
201 H 0.70695 -0.50102 -9.56510
202 H 0.70151 1.02539 -10.20432
203 H -4.12911 -1.78940 -12.88597
204 H -2.89230 -2.81946 -13.59165
205 H -3.17787 -2.95575 -11.90696
206 H -1.53819 0.66759 -12.39674
207 H -1.67330 0.01355 -14.06353
208 H -3.11571 0.48118 -13.03583
209 H 1.12404 -4.77607 -12.09212
210 H 0.37535 -4.18574 -10.61108
211 H -0.66385 -5.01269 -11.74615
212 H 0.71989 -3.86425 -14.18893
213 H 0.01197 -2.25659 -14.35048
214 H -0.99794 -3.64094 -14.17045
215 O -6.25947 4.36963 -9.55691
216 P -6.01584 4.49427 -8.09720
217 N -4.42439 5.08576 -7.80172
218 C -4.07664 6.41768 -8.24356
219 C -3.31629 4.15706 -7.83205
220 N -6.20609 3.03229 -7.16934
221 C -6.00152 1.86563 -8.02841
222 C -5.81815 2.80207 -5.74870
223 N -7.05137 5.68856 -7.39900
224 C -8.29347 6.19528 -7.93711
225 C -6.79626 6.06118 -6.02469
226 H -3.42959 6.89578 -7.50814
227 H -4.99003 7.00983 -8.29991
228 H -3.47526 6.40818 -9.15260
229 H -3.33233 3.46227 -8.67176
230 H -3.32701 3.57835 -6.90842
231 H -2.37361 4.69513 -7.93180
232 H -6.41535 1.98165 -9.03010
233 H -4.93291 1.65123 -8.04215
234 H -6.46783 0.97667 -7.60366
235 H -6.12047 1.80446 -5.43014
236 H -4.77549 2.96790 -5.47768
237 H -6.36549 3.59004 -5.23137
238 H -8.09994 7.13860 -8.44779
239 H -8.71813 5.50018 -8.66139
240 H -9.00086 6.47404 -7.15608
241 H -5.76972 5.78962 -5.77860
242 H -7.46550 5.53736 -5.34217
243 H -6.90832 7.12458 -5.81323

Values from the calculation:
Net charge: 0
Gap between HOMO and LUMO in eV: 7.991
Multiplicity: 1
SMILES string: CN(C)P(=O)(N(C)C)N(C)C.CN(C)P(=O)(N(C)C)N(C)C.CN(C)P(=O)(N(C)C)N(C)C.CN(C)P(=O)(N(C)C)N(C)C.CN(C)P(=O)(N(C)C)N(C)C.CN(C)P(=O)(N(C)C)N(C)C.CN(C)P(=O)(N(C)C)N(C)C.O=C1OCCO1.O=C1OCCO1.O=C1OCCO1.O=C1OCCO1